# 1
Computed, not measured: a 9-piece molecular cluster, C74H156F8N7O8S2 overall at a distorted geometry, with ωB97M-V with the def2-TZVPD basis set.

Gap between HOMO and LUMO   5.004 eV
Spin multiplicity   1
Net charge   +3

Each line ends with the Löwdin charge.
Geometry (Å):
C -14.85750 -28.26230 19.40523  -0.106
C -14.27367 -28.83840 18.16186  -0.263
C -15.19716 -29.82854 17.45008  -0.191
C -14.79936 -30.32267 16.06583  -0.044
N -16.06494 -30.91129 15.29717  -0.164
C -17.13119 -29.87625 14.91827  -0.098
C -16.55773 -29.11336 13.75807  -0.149
C -15.59840 -30.08486 12.99803  -0.130
C -15.64147 -31.35417 13.85463  -0.078
C -16.72565 -32.05941 16.11558  -0.098
C -15.72748 -33.24556 16.38185  -0.169
C -16.65814 -34.47217 16.77800  -0.062
H -15.80728 -27.76722 19.20292  0.078
H -14.09548 -27.66454 19.90535  0.083
H -15.15623 -29.09723 20.03905  0.086
H -13.30267 -29.29245 18.35963  0.128
H -13.97316 -28.08435 17.43440  0.080
H -16.21742 -29.45968 17.55555  0.104
H -15.32970 -30.73223 18.04496  0.112
H -14.00815 -31.05664 16.21871  0.124
H -14.39230 -29.49909 15.47923  0.110
H -18.05693 -30.42927 14.75934  0.136
H -17.28906 -29.22570 15.77847  0.125
H -17.40478 -28.79978 13.14794  0.111
H -15.96824 -28.22505 13.98502  0.087
H -15.83390 -30.08731 11.93379  0.108
H -14.59293 -29.66869 13.06081  0.095
H -16.46290 -31.95321 13.46156  0.133
H -14.75143 -31.98152 13.90328  0.114
H -17.60016 -32.26263 15.49748  0.119
H -17.02378 -31.61996 17.06748  0.124
H -14.92482 -32.94499 17.05527  0.109
H -15.20126 -33.46581 15.45304  0.098
H -16.98205 -34.43297 17.81803  0.080
H -16.02953 -35.35841 16.69133  0.076
H -17.43164 -34.57450 16.01687  0.072
C -10.16940 -36.14632 9.15421  -0.106
C -11.23245 -36.56736 8.18582  -0.256
C -12.56647 -35.81176 8.38325  -0.195
C -12.56057 -34.36833 7.81196  -0.087
N -13.56343 -33.44937 8.53685  -0.166
C -13.51916 -31.97539 8.03554  -0.055
C -13.86799 -31.12707 9.28319  -0.160
C -13.42939 -31.86769 10.51168  -0.144
C -13.07814 -33.25784 10.01640  -0.055
C -15.00600 -34.07714 8.43392  -0.070
C -16.22705 -33.18999 8.83109  -0.198
C -17.48266 -34.11449 8.84184  -0.088
H -9.75771 -35.21178 8.77310  0.073
H -9.38590 -36.90326 9.18991  0.083
H -10.55837 -36.00002 10.16187  0.079
H -11.47214 -37.60236 8.42959  0.110
H -10.81927 -36.45281 7.18369  0.119
H -12.85267 -35.86897 9.43345  0.103
H -13.29351 -36.46373 7.89903  0.107
H -12.72298 -34.38599 6.73427  0.140
H -11.55170 -34.02181 8.03601  0.111
H -14.17033 -31.82701 7.17411  0.127
H -12.51322 -31.82259 7.64460  0.107
H -14.90078 -30.77882 9.27002  0.083
H -13.22492 -30.24964 9.21484  0.086
H -14.22029 -31.90866 11.26061  0.091
H -12.55106 -31.40715 10.96392  0.110
H -13.58238 -34.05796 10.55830  0.125
H -12.00531 -33.42171 10.11762  0.138
H -14.86220 -34.99378 9.00591  0.116
H -14.99945 -34.33859 7.37576  0.135
H -16.33462 -32.27733 8.24493  0.100
H -16.13163 -32.83434 9.85701  0.094
H -17.41728 -35.03378 9.42384  0.083
H -17.81568 -34.38172 7.83894  0.077
H -18.34192 -33.52528 9.16218  0.071
C -10.70681 -18.45869 8.40535  -0.101
C -11.94045 -19.38784 8.28898  -0.215
C -12.12356 -20.43915 9.46213  -0.172
C -11.37614 -21.73639 9.26986  -0.091
N -11.55574 -22.78702 10.39054  -0.181
C -10.81762 -24.13379 9.99289  -0.070
C -9.33297 -23.84331 10.20865  -0.135
C -9.29526 -22.79702 11.36596  -0.093
C -10.77986 -22.40571 11.61881  -0.079
C -13.00874 -23.14282 10.62014  -0.117
C -13.75449 -23.66463 9.37570  -0.176
C -14.94763 -24.61543 9.85634  -0.056
H -9.74932 -18.97434 8.47904  0.066
H -10.69571 -17.85195 9.31080  0.079
H -10.61524 -17.89803 7.47509  0.081
H -11.86303 -19.86734 7.31317  0.096
H -12.77988 -18.69363 8.24979  0.107
H -13.18556 -20.51649 9.69514  0.105
H -11.66372 -19.92279 10.30476  0.104
H -10.29829 -21.57418 9.26810  0.135
H -11.73471 -22.13972 8.32284  0.123
H -11.14073 -24.90584 10.69121  0.108
H -11.05045 -24.46635 8.98132  0.122
H -8.84011 -24.79371 10.41340  0.102
H -8.96388 -23.51177 9.23812  0.114
H -8.70105 -23.24573 12.16199  0.108
H -8.75170 -21.90859 11.04452  0.112
H -11.20021 -22.89019 12.50010  0.109
H -10.93501 -21.33612 11.76022  0.124
H -13.31319 -22.15452 10.96465  0.106
H -13.00313 -23.93570 11.36808  0.114
H -13.06067 -24.04108 8.62406  0.067
H -14.22701 -22.83538 8.84923  0.101
H -15.41231 -24.14882 10.72493  0.060
H -14.54954 -25.53353 10.28846  0.048
H -15.81957 -24.73330 9.21297  0.080
C -16.13345 -28.16299 7.97925  -0.067
C -14.86308 -27.27816 7.66709  -0.242
C -15.00792 -26.54469 6.35784  -0.150
C -14.21023 -25.13287 6.32560  -0.072
N -14.35634 -24.58422 4.87444  -0.172
C -13.56677 -23.23337 4.90144  -0.079
C -14.52611 -22.13963 4.44362  -0.142
C -15.68022 -22.86446 3.74931  -0.155
C -15.81077 -24.09363 4.57442  -0.115
C -13.92115 -25.58713 3.72089  -0.051
C -12.53667 -26.22357 4.18157  -0.200
C -12.27631 -27.41383 3.22708  -0.090
H -16.26446 -28.86681 7.15732  0.074
H -17.05794 -27.58576 7.99432  0.070
H -16.19127 -28.73232 8.90695  0.053
H -13.97733 -27.91320 7.65056  0.095
H -14.68176 -26.58337 8.48715  0.046
H -16.04290 -26.31509 6.10439  0.109
H -14.77590 -27.28268 5.58997  0.111
H -13.15133 -25.17855 6.58006  0.109
H -14.66153 -24.32742 6.90499  0.103
H -12.77026 -23.27525 4.15851  0.132
H -13.19580 -22.93759 5.88277  0.115
H -13.96539 -21.42275 3.84381  0.127
H -15.01146 -21.55928 5.22831  0.119
H -15.49329 -23.07226 2.69576  0.126
H -16.69539 -22.46803 3.76858  0.135
H -16.30436 -24.91275 4.05143  0.133
H -16.35162 -23.89355 5.49939  0.138
H -13.86531 -25.03206 2.78446  0.137
H -14.69972 -26.34830 3.67049  0.117
H -12.49166 -26.48815 5.23802  0.089
H -11.73416 -25.52135 3.95584  0.108
H -12.31852 -27.20691 2.15773  0.090
H -12.79335 -28.31027 3.56935  0.073
H -11.21459 -27.59562 3.39387  0.072
C -12.55252 -24.88603 17.99807  -0.100
C -14.06124 -24.78742 18.18353  -0.241
C -14.78617 -23.73751 17.35264  -0.173
C -14.20962 -23.77412 15.90753  -0.064
N -15.09551 -22.82827 14.96253  -0.124
C -15.43924 -21.33450 15.61648  -0.043
C -15.15387 -20.33005 14.55585  -0.185
C -14.10546 -20.92843 13.67553  -0.155
C -14.26251 -22.44995 13.68435  -0.092
C -16.40731 -23.50914 14.53859  -0.107
C -16.26064 -24.92621 13.93820  -0.218
C -17.55929 -25.50827 13.31071  -0.065
H -12.12873 -23.95462 18.37352  0.085
H -12.10768 -25.07910 17.02188  0.048
H -12.18090 -25.75706 18.53782  0.079
H -14.27857 -24.48488 19.20790  0.118
H -14.45990 -25.79362 18.05420  0.085
H -14.63875 -22.73057 17.74308  0.101
H -15.86891 -23.82362 17.44402  0.114
H -14.23071 -24.76125 15.44577  0.099
H -13.16801 -23.45472 15.87433  0.120
H -16.43465 -21.27822 16.05705  0.136
H -14.72357 -21.08074 16.39848  0.123
H -16.08791 -20.09000 14.04787  0.124
H -14.78972 -19.42731 15.04632  0.133
H -14.07437 -20.62151 12.63009  0.109
H -13.14719 -20.61686 14.09112  0.124
H -14.90120 -22.88087 12.91331  0.097
H -13.28349 -22.92001 13.59128  0.094
H -16.75178 -22.67491 13.92743  0.132
H -17.04855 -23.53952 15.41949  0.128
H -15.88559 -25.69125 14.61801  0.089
H -15.43918 -24.87725 13.22342  0.090
H -18.05275 -24.69641 12.77639  0.077
H -18.18782 -25.84037 14.13700  0.080
H -17.31991 -26.40051 12.73218  0.059
C -5.44952 -25.39015 10.45807  -0.097
C -5.99384 -26.80388 10.72150  -0.239
C -6.13313 -27.13908 12.20942  -0.183
C -6.89365 -26.08542 12.98611  -0.099
N -7.04248 -26.57779 14.45461  -0.141
C -7.80334 -27.90977 14.58831  -0.081
C -8.49017 -27.93856 15.95116  -0.142
C -8.47210 -26.54195 16.46442  -0.154
C -7.93170 -25.68090 15.32826  -0.102
C -5.63562 -26.81673 15.20244  -0.054
C -4.64431 -25.67841 14.91844  -0.269
C -3.33335 -25.74761 15.69879  -0.077
H -5.16257 -25.36934 9.40673  0.081
H -4.54289 -25.15616 11.01608  0.076
H -6.15868 -24.60819 10.72967  0.051
H -5.49970 -27.59487 10.15734  0.119
H -6.88609 -26.86973 10.09887  0.092
H -5.12252 -27.34334 12.56302  0.119
H -6.55199 -28.14444 12.25321  0.114
H -7.83679 -25.84893 12.49350  0.123
H -6.39037 -25.11859 12.97913  0.114
H -7.15550 -28.77278 14.43462  0.138
H -8.50087 -27.78744 13.75971  0.124
H -8.13764 -28.65306 16.69500  0.130
H -9.52152 -28.29054 15.92831  0.108
H -7.78045 -26.29853 17.27093  0.116
H -9.45665 -26.17036 16.74846  0.115
H -7.35231 -24.80428 15.61796  0.125
H -8.75390 -25.20853 14.79070  0.118
H -5.17112 -27.74905 14.88134  0.131
H -5.66059 -26.93221 16.28602  0.138
H -5.06293 -24.68050 15.04901  0.105
H -4.33453 -25.51242 13.88664  0.095
H -2.85794 -26.70376 15.48001  0.086
H -3.61228 -25.80736 16.75080  0.079
H -2.74219 -24.85962 15.47494  0.090
N -9.83660 -32.91723 15.19984  -0.237
S -10.23336 -32.51981 16.62594  0.385
O -11.43052 -33.13991 17.09609  -0.291
O -9.87150 -31.24469 17.21302  -0.299
F -9.12328 -33.47710 17.18345  -0.180
S -10.71128 -31.70275 14.43014  0.561
O -10.16665 -30.35550 14.20311  -0.322
O -12.13802 -31.85263 14.61421  -0.327
F -10.55593 -32.12682 12.89627  -0.205
C -11.91810 -26.21995 13.53235  -0.408
O -12.35262 -26.26323 12.11307  -0.135
O -11.66946 -24.91950 13.89310  -0.220
C -12.70403 -27.25299 14.41239  -0.685
F -12.47111 -28.47588 14.04712  0.171
F -12.51484 -27.20626 15.67837  0.201
F -13.99219 -27.07158 14.23062  0.131
C -11.81471 -27.34604 11.35879  -0.252
C -12.65606 -27.37085 10.09643  -0.076
H -12.43962 -26.50249 9.47417  0.061
H -12.50779 -28.25145 9.47139  0.063
H -13.70517 -27.41591 10.38871  0.072
H -11.90423 -28.33533 11.80756  0.121
H -10.78314 -27.21566 11.03177  0.110
H -10.90228 -26.61459 13.51071  0.121
C -9.89156 -30.80835 8.90433  -0.507
O -10.67736 -30.42287 7.85107  -0.148
O -9.57632 -32.15298 8.65938  -0.223
C -8.85361 -29.83479 9.47642  -0.599
F -7.72274 -30.00643 8.84684  0.174
F -9.26879 -28.59312 9.16816  0.100
F -8.60156 -29.90593 10.79145  0.148
C -10.15630 -29.87514 6.68770  -0.243
C -11.28231 -29.88756 5.59050  -0.060
H -12.01238 -29.15141 5.92692  0.041
H -10.89181 -29.49677 4.65087  0.056
H -11.83491 -30.81869 5.46512  0.071
H -9.37863 -30.52513 6.28664  0.131
H -9.90663 -28.82630 6.84813  0.106
H -10.74181 -30.79718 9.58629  0.111

# 2
Computed, not measured: CHBr3 as an isolated structure at a distorted geometry, with ωB97M-V with the def2-TZVPD basis set.

Gap between HOMO and LUMO   9.909 eV
Energy relative to the best compared isomer or geometry (same formula, charge and spin)   0.278 eV
Spin multiplicity   1
Net charge   0

Each line ends with the Löwdin charge.
Geometry (Å):
C -24.33755 11.65788 20.24809  -1.533
Br -22.68324 10.61578 20.87403  0.473
Br -25.74576 11.44416 21.49654  0.587
Br -24.87705 11.33802 18.34811  0.512
H -24.11136 12.72069 20.16236  -0.039